Formula: C25H53FN6O2Si2
Source: the OMol25 dataset
Level of theory: the ωB97M-V functional and the def2-TZVPD basis

Summary:
- Orbital gap: 0.14322 Ha
- LUMO level: -1.10 eV
- Maximum force: 0.0452 Eh/bohr

```
! wB97M-V def2-TZVPD RIJCOSX def2/J DEFGRID3
* xyz 0 1
C -7.40 -2.23 4.53
C -6.55 -1.02 4.18
C -6.30 -0.82 2.67
C -5.62 -2.06 2.09
C -5.12 -1.94 0.62
C -5.04 -0.51 0.06
N -4.33 -0.51 -1.23
N -5.10 -0.68 -2.41
C -5.46 0.42 -2.99
C -6.10 1.61 -2.30
C -5.26 0.51 -4.46
C -3.02 -0.39 -1.44
N -2.47 -0.45 -2.65
C -1.15 -0.33 -2.48
C -0.15 -0.36 -3.59
C 0.46 -1.79 -3.63
C -0.82 -0.01 -4.94
C -0.07 -0.57 -6.16
N -0.87 -0.18 -1.19
C 0.48 -0.03 -0.66
C 0.87 1.44 -0.59
O 2.18 1.50 -0.14
N -2.05 -0.19 -0.48
C -2.06 0.00 0.95
C -2.18 -1.27 1.76
O -2.56 -1.32 2.86
F -1.74 -2.34 1.09
H -6.91 -3.16 4.27
H -8.41 -2.19 4.11
H -7.52 -2.27 5.61
H -6.94 -0.10 4.62
H -5.57 -1.17 4.62
H -7.23 -0.57 2.16
H -5.66 0.06 2.62
H -6.37 -2.85 2.09
H -4.82 -2.42 2.73
H -4.18 -2.48 0.50
H -5.84 -2.46 -0.01
H -4.69 0.23 0.76
H -6.06 -0.23 -0.18
H -5.41 2.22 -1.71
H -6.93 1.25 -1.70
H -6.52 2.26 -3.05
H -5.88 1.26 -4.94
H -5.33 -0.47 -4.93
H -4.21 0.81 -4.56
H 0.67 0.31 -3.35
H 1.40 -1.76 -4.17
H -0.20 -2.47 -4.16
H 0.62 -2.18 -2.63
H -1.80 -0.48 -4.92
H -0.90 1.07 -5.06
H -0.33 -1.63 -6.26
H -0.40 -0.09 -7.08
H 1.01 -0.49 -6.03
H 1.20 -0.64 -1.20
H 0.49 -0.42 0.36
H 0.15 1.95 0.07
H 0.74 1.86 -1.59
H 2.47 2.41 -0.23
H -2.78 0.73 1.28
H -1.09 0.41 1.25
C 8.83 -1.70 1.61
Si 7.89 -0.20 2.27
C 9.13 0.80 3.30
C 6.57 -0.87 3.47
N 7.25 0.64 0.98
Si 6.34 2.03 1.06
C 7.25 3.51 1.83
C 4.70 1.82 2.00
C 5.86 2.54 -0.71
H 9.27 -2.29 2.42
H 8.16 -2.35 1.04
H 9.64 -1.38 0.95
H 9.69 0.16 3.98
H 8.62 1.55 3.92
H 9.84 1.31 2.65
H 5.77 -1.36 2.91
H 6.14 -0.08 4.08
H 7.00 -1.61 4.16
H 7.35 3.39 2.91
H 6.71 4.45 1.65
H 8.24 3.61 1.40
H 4.19 0.91 1.65
H 4.04 2.68 1.81
H 4.85 1.75 3.08
H 5.29 1.75 -1.19
H 6.76 2.74 -1.30
H 5.25 3.46 -0.71
*
```

***

Formula: C4H9N3O
Source: the OMol25 dataset
Level of theory: the ωB97M-V functional and the def2-TZVPD basis

Summary:
- Orbital gap: 0.32079 Ha
- LUMO level: 0.97 eV
- SMILES string: CN1CCN/C1=N\O
- Maximum force: 0.0733 Eh/bohr

```
! wB97M-V def2-TZVPD RIJCOSX def2/J DEFGRID3
* xyz 0 1
C 1.23 1.94 0.14
N 0.89 0.53 -0.04
C 1.76 -0.54 -0.33
C 0.95 -1.67 0.32
N -0.41 -1.25 -0.12
C -0.41 0.14 -0.04
N -1.47 0.79 0.04
O -2.54 -0.04 0.01
H 0.86 2.51 -0.83
H 2.28 2.11 0.31
H 0.68 2.44 0.98
H 1.62 -0.76 -1.33
H 2.78 -0.41 -0.04
H 1.22 -2.69 -0.03
H 1.16 -1.51 1.39
H -1.29 -1.70 0.21
H -3.26 0.51 -0.39
*
```

***

Formula: C36H50N8PtS
Source: the OMol25 dataset
Level of theory: the ωB97M-V functional and the def2-TZVPD basis

Summary:
- Orbital gap (alpha / beta): 0.23318 / 0.24278 Ha
- LUMO level (alpha / beta): -0.11 / -0.14 eV
- Maximum force: 0.0233 Eh/bohr

```
! wB97M-V def2-TZVPD RIJCOSX def2/J DEFGRID3
* xyz 0 3
Pt 0.11 -0.08 -0.76
C 4.91 2.61 -0.07
N 4.25 1.69 -0.97
C 5.01 0.48 -1.21
C 2.87 1.57 -1.04
N 2.24 0.47 -1.18
N 2.21 2.78 -1.08
C 0.87 3.02 -1.30
N 0.55 4.36 -1.28
N 0.03 2.09 -1.57
H 5.90 2.83 -0.47
H 5.02 2.16 0.93
H 4.37 3.55 0.04
H 6.05 0.76 -1.40
H 4.63 -0.02 -2.11
H 4.99 -0.22 -0.37
H 2.81 -0.36 -1.09
H 2.79 3.60 -1.09
H 1.14 5.00 -0.77
H -0.44 4.58 -1.22
H -0.92 2.40 -1.70
C -5.31 -0.03 0.17
C -4.60 1.10 -0.59
C -3.64 1.84 0.34
C -3.95 0.67 -1.89
C -4.66 0.99 -3.05
C -4.15 0.76 -4.31
C -2.87 0.26 -4.42
C -2.12 -0.07 -3.31
C -0.72 -0.59 -3.55
C 0.08 0.31 -4.50
C -0.75 -2.02 -4.08
C -2.68 0.06 -2.02
N -2.00 -0.37 -0.87
C -2.47 -1.35 -0.16
C -2.05 -1.81 1.12
C -2.89 -2.78 1.71
C -2.64 -3.33 2.93
C -1.51 -2.93 3.64
C -0.65 -2.01 3.11
C -0.86 -1.42 1.83
N -0.01 -0.48 1.41
C 1.23 -0.23 1.98
C 1.46 1.02 2.61
C 2.74 1.38 2.98
C 3.82 0.53 2.79
C 3.57 -0.74 2.31
C 2.30 -1.16 1.93
C 2.16 -2.62 1.55
C 2.48 -3.51 2.76
C 3.07 -2.99 0.38
C 0.34 1.97 2.99
C -0.72 1.29 3.86
C -0.30 2.64 1.78
H -6.08 0.40 0.81
H -4.60 -0.56 0.80
H -5.78 -0.72 -0.52
H -5.38 1.82 -0.88
H -2.84 1.19 0.68
H -4.19 2.20 1.21
H -3.20 2.70 -0.16
H -5.65 1.42 -2.95
H -4.73 0.99 -5.19
H -2.45 0.11 -5.41
H -0.17 -0.57 -2.59
H -0.35 0.35 -5.50
H 1.09 -0.09 -4.59
H 0.15 1.32 -4.10
H -1.19 -2.05 -5.07
H -1.34 -2.66 -3.42
H 0.26 -2.43 -4.12
H -3.32 -1.90 -0.57
H -3.77 -3.08 1.16
H -3.31 -4.07 3.35
H -1.29 -3.36 4.61
H 0.22 -1.69 3.66
H 2.91 2.34 3.45
H 4.82 0.82 3.08
H 4.39 -1.45 2.25
H 1.13 -2.82 1.25
H 3.53 -3.45 3.03
H 2.25 -4.55 2.52
H 1.89 -3.23 3.63
H 4.11 -2.74 0.58
H 2.74 -2.48 -0.52
H 3.01 -4.06 0.19
H 0.80 2.76 3.61
H -1.33 0.62 3.28
H -1.36 2.05 4.30
H -0.25 0.73 4.67
H -0.60 1.89 1.06
H 0.41 3.32 1.32
H -1.18 3.21 2.09
S -0.87 -4.54 -0.73
C -0.11 -3.17 -0.92
N 0.53 -2.19 -1.08
*
```